99
Properties=species:S:1:pos:R:3:mulliken_charge:R:1 method="wB97M-V/def2-TZVPD" charge=+2 homo_energy_ev="-11.37 / -11.37" homo_lumo_gap_ev="4.51 / 4.51"
Ta -0.681 0.126 0.085 0.63
C -5.020 -3.433 -3.399 -0.68
C -5.154 -4.166 -2.204 -0.70
C -4.554 -3.746 -1.034 -0.39
C -3.807 -2.572 -1.098 0.44
C -3.055 -1.880 -0.083 -0.15
N -2.978 -2.309 1.160 -0.45
C -2.311 -1.658 2.071 0.20
C -2.265 -2.064 3.462 0.30
C -2.834 -3.154 4.111 -0.18
C -2.590 -3.271 5.468 -0.79
C -1.812 -2.324 6.155 -0.65
C -1.262 -1.235 5.503 -0.62
C -1.504 -1.131 4.138 0.32
C -1.083 -0.135 3.177 -0.11
N -0.422 0.929 3.504 -0.15
C -0.124 1.893 2.644 -0.10
N -0.313 1.880 1.275 0.00
C -0.030 3.155 0.819 -0.02
N -0.230 3.607 -0.394 -0.41
C -0.822 2.911 -1.329 -0.46
N -1.265 1.577 -1.285 -0.04
C -1.931 1.325 -2.493 0.29
N -2.606 0.247 -2.823 -0.44
C -2.860 -0.703 -1.974 -0.06
N -2.456 -0.754 -0.623 -0.20
C -3.679 -1.851 -2.271 0.51
C -4.287 -2.263 -3.452 -0.49
C -1.824 2.481 -3.336 0.77
C -2.307 2.722 -4.625 -0.58
C -2.078 3.972 -5.156 -0.67
C -1.396 4.971 -4.424 -0.83
C -0.933 4.737 -3.148 -0.55
C -1.160 3.464 -2.614 0.55
C 0.447 3.965 1.913 0.22
C 0.855 5.294 1.972 -0.39
C 1.219 5.784 3.211 -0.70
C 1.162 4.978 4.366 -0.74
C 0.740 3.667 4.305 -0.49
C 0.393 3.173 3.050 0.42
N -1.557 -0.503 1.895 -0.03
H -5.505 -3.798 -4.296 0.44
H -5.742 -5.074 -2.207 0.44
H -4.656 -4.298 -0.109 0.60
H -3.441 -3.872 3.576 0.62
H -3.010 -4.105 6.017 0.44
H -1.647 -2.448 7.218 0.46
H -0.680 -0.490 6.031 0.61
H -4.186 -1.693 -4.366 0.59
H -2.840 1.957 -5.175 0.61
H -2.434 4.201 -6.152 0.47
H -1.246 5.943 -4.877 0.46
H -0.426 5.502 -2.576 0.62
H 0.881 5.915 1.086 0.59
H 1.548 6.811 3.303 0.45
H 1.448 5.403 5.319 0.44
H 0.675 3.049 5.191 0.59
O 0.948 -0.694 1.340 0.39
C 1.637 -1.228 2.222 -0.73
C 2.439 -0.410 3.191 -0.12
C 3.913 -0.874 3.098 -0.95
C 4.363 -1.335 1.690 0.07
C 4.071 -2.804 1.329 -0.98
C 2.594 -3.105 1.081 0.03
N 1.819 -2.570 2.244 0.01
H 2.046 -0.529 4.205 0.24
H 2.327 0.637 2.915 0.20
H 4.094 -1.681 3.814 0.37
H 4.537 -0.043 3.425 0.50
H 5.441 -1.186 1.625 0.49
H 3.919 -0.678 0.930 -0.25
H 4.439 -3.446 2.137 0.34
H 4.636 -3.081 0.437 0.42
H 2.399 -4.170 0.978 0.36
H 2.231 -2.605 0.186 -0.17
H 2.267 -2.852 3.108 0.48
S 1.958 0.949 -0.522 0.09
C 2.465 1.408 -2.088 0.13
N 3.743 1.318 -2.447 -0.16
C 3.988 1.746 -3.831 -0.56
C 2.596 2.261 -4.257 -0.74
N 1.755 1.880 -3.111 0.01
H 4.430 0.888 -1.851 0.18
H 4.315 0.904 -4.437 0.33
H 4.748 2.521 -3.868 0.33
H 2.243 1.788 -5.169 0.37
H 2.581 3.341 -4.394 0.32
H 0.815 2.218 -2.994 0.17
C 0.538 -3.548 -3.053 -1.17
C 0.685 -2.237 -3.486 -0.83
C 0.467 -1.179 -2.611 -0.71
C 0.099 -1.411 -1.282 2.15
C -0.055 -2.739 -0.866 -1.06
C 0.169 -3.798 -1.736 -0.67
H 0.704 -4.371 -3.736 0.42
H 0.969 -2.036 -4.513 0.50
H 0.582 -0.170 -2.981 0.36
H -0.334 -2.972 0.161 0.28
H 0.052 -4.817 -1.387 0.58

---

7
Properties=species:S:1:pos:R:3:nbo_charge:R:1 method="wB97M-V/def2-TZVPD" homo_energy_ev=-11.00 homo_lumo_gap_ev=9.22
C 1.950 -0.892 -0.287 0.87
N 1.225 -0.405 0.573 -0.78
O 2.753 -1.240 -1.097 -0.52
O -1.338 1.738 0.661 -0.82
O -2.561 -0.224 -0.188 -0.81
S -2.299 1.203 -0.268 1.64
H 0.270 -0.180 0.606 0.43

---

12
Properties=species:S:1:pos:R:3:nbo_charge:R:1 method="wB97M-V/def2-TZVPD" homo_energy_ev=-8.86 smiles="CC1=CC1.I" homo_lumo_gap_ev=9.71
C 2.062 0.616 0.482 -0.66
C 0.784 -0.041 0.068 0.07
C -0.228 -0.846 0.312 -0.22
C -0.387 -0.016 -0.876 -0.45
H 2.832 0.816 -0.245 0.24
H 2.449 -0.230 1.153 0.23
H 1.817 1.607 1.080 0.24
H -0.568 -1.733 0.784 0.22
H -1.037 0.808 -0.937 0.17
H -0.487 -0.356 -1.972 0.17
I -4.227 0.057 -0.167 -0.08
H -3.011 -0.683 0.318 0.08

---

99
Properties=species:S:1:pos:R:3:mulliken_charge:R:1 method="wB97M-V/def2-TZVPD" homo_energy_ev=-8.16 homo_lumo_gap_ev=8.60
Sr -0.336 -0.060 0.417 1.40
C -0.433 -3.701 -1.283 -0.56
O -0.144 -3.426 -2.690 -0.31
O -0.907 -2.486 -0.731 -0.57
C -1.302 -5.024 -1.286 0.89
F -2.538 -4.668 -1.462 -0.26
F -0.984 -5.889 -2.261 -0.27
F -1.225 -5.642 -0.050 -0.30
C 0.992 -4.110 -3.220 0.66
C 1.143 -3.888 -4.695 -1.60
H 2.206 -4.001 -4.903 0.39
H 0.632 -4.727 -5.166 0.45
H 0.721 -2.927 -4.990 0.18
H 1.162 -5.139 -2.902 0.58
H 1.882 -3.611 -2.836 -0.45
H 0.480 -3.970 -0.753 0.04
C 0.059 1.382 4.144 -0.23
O -1.236 1.830 4.612 -0.37
O -0.121 0.483 3.006 -0.41
C 0.946 2.657 3.995 0.61
F 2.144 2.556 3.437 -0.30
F 0.369 3.686 3.412 -0.27
F 1.212 3.145 5.225 -0.33
C -1.923 0.958 5.480 -0.19
C -3.284 1.478 5.880 -1.35
H -3.857 0.718 6.412 0.40
H -3.345 2.250 6.647 0.38
H -3.847 1.728 4.981 0.21
H -1.425 0.941 6.450 0.53
H -2.087 -0.051 5.102 0.17
H 0.565 0.988 5.025 0.27
C -0.138 -0.446 -4.039 -1.84
C 1.283 -0.303 -3.419 0.89
C 1.982 1.039 -3.766 -0.66
O 3.372 1.181 -3.408 -0.31
C 4.271 0.498 -4.300 -0.69
N 1.033 -0.361 -2.004 1.03
H -0.809 -1.279 -3.828 0.35
H -0.027 -0.410 -5.122 0.47
H -0.643 0.491 -3.803 0.27
H 1.949 -1.061 -3.830 0.18
H 1.355 1.716 -3.187 -0.19
H 1.954 1.335 -4.815 0.51
H 5.346 0.675 -4.270 0.33
H 4.076 0.585 -5.369 0.34
H 4.250 -0.566 -4.065 0.16
H 0.552 -1.249 -1.986 -0.32
H 1.950 -0.470 -1.594 -0.22
C 1.743 -2.603 2.187 -1.00
C 2.759 -1.743 1.448 0.19
C 3.209 -2.367 0.052 -0.17
O 4.327 -1.666 -0.353 -0.38
C 4.993 -2.332 -1.403 -0.64
N 2.066 -0.446 1.244 -0.23
H 0.958 -2.806 1.459 0.07
H 1.269 -2.105 3.034 0.19
H 2.004 -3.570 2.616 0.44
H 3.642 -1.489 2.035 0.46
H 2.397 -2.321 -0.673 -0.39
H 3.462 -3.419 0.184 0.53
H 4.256 -2.587 -2.164 0.12
H 5.549 -3.226 -1.121 0.32
H 5.645 -1.587 -1.858 0.30
H 2.118 -0.052 2.172 0.02
H 2.647 0.134 0.655 0.13
C -4.438 2.165 1.747 -1.83
C -3.327 1.089 1.709 1.33
C -3.759 -0.339 2.234 -1.04
O -2.606 -1.236 2.140 -0.02
C -2.956 -2.666 2.131 -0.91
N -2.669 1.036 0.378 -0.08
H -5.154 2.060 0.932 0.52
H -4.101 3.190 1.598 0.37
H -5.143 1.960 2.553 0.47
H -2.550 1.505 2.351 -0.39
H -4.668 -0.616 1.700 0.46
H -3.974 -0.267 3.300 0.32
H -2.063 -3.254 1.915 0.15
H -3.623 -3.080 1.375 0.34
H -3.541 -2.976 2.997 0.39
H -3.307 0.529 -0.218 0.13
H -2.778 1.943 -0.051 -0.11
C 0.688 4.624 0.002 -1.74
C -0.197 3.423 -0.167 0.78
C -0.961 3.554 -1.550 -0.97
O -2.322 3.970 -1.362 -0.46
C -2.512 5.371 -1.080 -0.77
N 0.676 2.240 -0.018 0.37
H 1.351 4.819 -0.841 0.41
H 1.330 4.520 0.876 0.48
H 0.132 5.534 0.227 0.42
H -0.988 3.512 0.577 0.09
H -1.084 2.570 -2.001 0.11
H -0.508 4.146 -2.345 0.61
H -1.860 6.033 -1.650 0.33
H -2.449 5.487 0.002 0.30
H -3.535 5.688 -1.283 0.26
H 1.427 2.237 -0.694 0.12
H 1.153 2.556 0.815 -0.08

---

| no. | calculated total energy (Eh) |
| --- | --- |
| 1 | -2946.3425 |
| 2 | -717.3631 |
| 3 | -454.1683 |
| 4 | -2398.8280 |